{"formula": "C5H12O4S3", "method": "wB97M-V/def2-TZVPD", "species": ["C", "C", "C", "C", "C", "O", "O", "O", "O", "S", "S", "S", "H", "H", "H", "H", "H", "H", "H", "H", "H", "H", "H", "H"], "xyz": [[-2.6704, -0.7160, 0.1705], [-1.0083, 0.9258, 0.7906], [-1.2865, -0.1975, -0.1751], [1.2858, 1.3340, 0.0277], [2.6865, -0.2493, 0.4858], [-2.9727, -1.5011, -0.9521], [-1.4941, 0.4981, -1.4990], [1.0714, 1.2002, -1.2341], [0.2856, 1.4641, 0.9446], [4.3530, 0.1071, -0.2580], [1.9434, -1.7758, -0.3284], [2.6563, -0.2254, 2.3092], [-3.3880, 0.0887, 0.3270], [-2.6216, -1.3494, 1.0567], [-1.3077, 0.7254, 1.7973], [-1.6490, 1.7468, 0.4029], [-0.3452, -0.8840, -0.1289], [2.0741, 2.0172, 0.2636], [-2.5213, -2.3074, -0.9043], [-2.4471, 0.4169, -1.6088], [0.0370, 0.9516, -1.4419], [3.9546, 0.3382, -1.5078], [1.0526, -1.1284, -1.0389], [2.3115, -1.4799, 2.5012]], "orbital_gap_ev": 7.69, "relative_energy_kcal_mol": 60.6, "energy_ha": -1693.07640, "e_lumo_ev": 0.2199, "total_charge": 0}

=====

{"formula": "C9H19ClSi", "method": "wB97M-V/def2-TZVPD", "species": ["C", "C", "C", "C", "C", "C", "C", "C", "C", "Si", "Cl", "H", "H", "H", "H", "H", "H", "H", "H", "H", "H", "H", "H", "H", "H", "H", "H", "H", "H", "H"], "xyz": [[-1.5167, -1.7144, 0.9611], [-1.0556, -0.7169, 0.3014], [3.5582, -0.2896, 1.7005], [-2.5054, 2.2773, 0.7248], [-3.3265, 2.9570, -1.4654], [2.7136, -0.5828, 0.4966], [2.1155, -1.9296, 0.2617], [1.4961, -2.0787, -1.1572], [-2.6297, 3.1526, -0.2100], [-0.0397, -0.9267, -1.3202], [-1.3053, -3.4561, 0.4542], [-2.0704, -1.6601, 1.9589], [3.0849, -0.4469, 2.7588], [4.5968, -0.6738, 1.7284], [3.7541, 0.7887, 1.6634], [-1.4600, 0.1596, 0.4777], [-1.9758, 2.2974, 1.6430], [-2.9783, 1.2512, 0.6429], [-3.7333, 1.8654, -1.6368], [-4.0277, 3.7417, -1.7497], [-2.5764, 3.0139, -2.2563], [3.4280, -0.4431, -0.3704], [1.9505, 0.1106, 0.3200], [2.8418, -2.8404, 0.3922], [1.2585, -2.0557, 0.9311], [1.1518, -3.0908, -1.4341], [2.2429, -1.7733, -1.8342], [-2.0831, 4.0751, -0.0599], [0.2422, 0.4797, -1.8526], [-1.1510, -1.4912, -2.0697]], "orbital_gap_ev": 10.60, "smiles": "CCCC[SiH2]/C=C\\Cl.C=CC", "relative_energy_kcal_mol": 73.1, "energy_ha": -1103.88388, "e_lumo_ev": 0.8749, "total_charge": 0}

=====

{"formula": "C16H30N8O", "method": "wB97M-V/def2-TZVPD", "species": ["C", "H", "H", "H", "C", "N", "C", "C", "H", "H", "H", "H", "H", "C", "H", "C", "N", "C", "N", "C", "N", "O", "N", "C", "N", "C", "N", "H", "C", "H", "C", "N", "C", "C", "H", "H", "H", "H", "H", "C", "H", "H", "C", "H", "H", "H", "H", "H", "H", "H", "H", "H", "H", "H", "H"], "xyz": [[2.6812, -0.8262, 3.6606], [1.7546, -0.2991, 3.8764], [3.3361, -0.7368, 4.5234], [3.1643, -0.3498, 2.8109], [2.3988, -2.2999, 3.3675], [1.4570, -2.4368, 2.2630], [0.0935, -2.7213, 2.6702], [-0.1720, -4.1493, 3.1569], [0.0100, -4.8670, 2.3609], [0.4691, -4.3992, 3.9991], [-1.2070, -4.2415, 3.4749], [-0.1622, -2.0138, 3.4639], [-0.5574, -2.5112, 1.8144], [1.9361, -3.2354, 1.1478], [2.4254, -4.1689, 1.4618], [2.9153, -2.4006, 0.3093], [2.3081, -1.1222, 0.0231], [1.9015, -0.7697, -1.2132], [2.3062, -1.4968, -2.2232], [1.9387, -1.0457, -3.4397], [2.1798, -1.5407, -4.6289], [1.5800, -0.7039, -5.4970], [0.9524, 0.3246, -4.8956], [1.1502, 0.1534, -3.6117], [0.7168, 0.8871, -2.5663], [1.0798, 0.4475, -1.3885], [0.7142, 1.1763, -0.3102], [0.7507, 0.7504, 0.6017], [-0.1550, 2.3203, -0.4566], [-0.0446, 2.9550, 0.4238], [-1.6338, 1.9211, -0.6399], [-2.4263, 3.0871, -0.9655], [-3.4165, 3.4534, 0.0235], [-4.6406, 2.5324, 0.1152], [-5.2949, 2.8659, 0.9165], [-4.3400, 1.5069, 0.3193], [-5.2003, 2.5474, -0.8163], [-2.9139, 3.4869, 0.9946], [-3.7524, 4.4685, -0.2079], [-2.8912, 3.1273, -2.3405], [-3.4250, 2.2030, -2.6206], [-3.5951, 3.9595, -2.4213], [-1.7429, 3.3541, -3.3187], [-2.1397, 3.4666, -4.3245], [-1.2053, 4.2606, -3.0534], [-1.0474, 2.5194, -3.3196], [-1.6858, 1.1779, -1.4426], [-1.9899, 1.4479, 0.2824], [0.1668, 2.8688, -1.3406], [1.8431, -0.7474, 0.8390], [3.8421, -2.2280, 0.8642], [3.1441, -2.8918, -0.6357], [1.0795, -3.4914, 0.5206], [2.0078, -2.7725, 4.2757], [3.3363, -2.8025, 3.1172]], "orbital_gap_ev": 8.23, "smiles": "CCN(CC)CCNc1nc2nonc2nc1NCCN(CC)CC", "relative_energy_kcal_mol": 6.6, "energy_ha": -1140.87188, "e_lumo_ev": -0.0008, "total_charge": 0}

=====

{"formula": "C41H73BEuN6O2P", "method": "wB97M-V/def2-TZVPD", "species": ["Eu", "C", "C", "C", "C", "C", "C", "C", "C", "C", "N", "N", "B", "N", "N", "C", "C", "C", "C", "C", "C", "C", "C", "C", "N", "N", "C", "C", "C", "C", "C", "C", "C", "C", "C", "H", "H", "H", "H", "H", "H", "H", "H", "H", "H", "H", "H", "H", "H", "H", "H", "H", "H", "H", "H", "H", "H", "H", "H", "H", "H", "H", "H", "H", "H", "H", "H", "H", "H", "H", "H", "H", "H", "H", "H", "H", "H", "H", "H", "H", "H", "O", "H", "H", "O", "H", "H", "C", "C", "C", "C", "P", "C", "C", "C", "C", "C", "C", "C", "C", "C", "C", "H", "H", "H", "H", "H", "H", "H", "H", "H", "H", "H", "H", "H", "H", "H", "H", "H", "H", "H", "H", "H", "H", "H"], "xyz": [[-0.5061, -0.4317, -0.1234], [-2.3558, 3.2081, -3.6577], [-1.5130, 2.0013, -3.3473], [-2.3712, 0.8343, -2.8366], [-0.4525, 2.4024, -2.3356], [0.6432, 3.1962, -2.5986], [1.2767, 3.3275, -1.3492], [2.6408, 3.9542, -1.1495], [2.5556, 5.4228, -1.4281], [3.6548, 3.1911, -1.9623], [0.6530, 2.4813, -0.4703], [-0.4355, 1.9515, -1.0924], [0.8330, 2.4204, 1.1000], [1.5574, 1.1374, 1.5896], [1.9880, 0.1958, 0.7106], [2.8067, -0.6109, 1.4130], [2.8695, -0.2176, 2.7191], [2.0767, 0.9271, 2.8000], [1.9827, 1.9172, 3.9595], [0.7447, 1.5507, 4.8398], [3.2679, 1.9728, 4.7607], [3.5922, -1.7065, 0.7336], [3.4996, -3.0551, 1.4123], [5.0875, -1.2638, 0.5873], [-0.4404, 2.5201, 1.8647], [-1.3623, 1.5018, 1.8185], [-2.5207, 1.9625, 2.2117], [-2.3693, 3.3333, 2.5320], [-1.0568, 3.6177, 2.2927], [-0.4939, 5.0287, 2.4339], [0.5651, 5.3146, 3.5778], [0.0168, 5.7944, 1.1571], [-3.7466, 1.1386, 2.5767], [-3.8118, -0.1283, 1.7394], [-3.7017, 0.8437, 4.1223], [-3.1494, 3.0160, -4.3824], [-2.7757, 3.5982, -2.7514], [-1.7137, 3.9484, -4.0816], [-0.9929, 1.7253, -4.2922], [-3.0089, 1.0877, -1.9377], [-3.1148, 0.5114, -3.5501], [-1.7818, -0.0298, -2.5616], [0.8559, 3.7318, -3.5276], [2.9879, 3.8873, -0.1222], [2.1738, 5.5328, -2.4363], [1.8631, 5.9971, -0.8239], [3.5803, 5.8876, -1.4726], [3.3397, 3.0097, -2.9804], [4.6585, 3.7235, -1.8635], [3.8140, 2.1078, -1.6318], [1.5156, 3.3886, 1.4433], [3.4986, -0.6069, 3.4035], [1.6929, 2.8396, 3.4701], [-0.0974, 2.2938, 4.7935], [0.3019, 0.5670, 4.4979], [1.0619, 1.4102, 5.8675], [3.4390, 1.0615, 5.4002], [4.1433, 1.9815, 4.1755], [3.3681, 2.8497, 5.3536], [3.1258, -1.7937, -0.2586], [4.0940, -3.1069, 2.3383], [2.4733, -3.2591, 1.6869], [3.8888, -3.8546, 0.8107], [5.5223, -0.8486, 1.5185], [5.5833, -2.1137, 0.2172], [5.3265, -0.4708, -0.1740], [-3.1826, 4.0089, 2.6907], [-1.3943, 5.5069, 2.8008], [1.5965, 4.9895, 3.3888], [0.5590, 6.4209, 3.7270], [0.3248, 4.8730, 4.5599], [0.9288, 5.3862, 0.7688], [-0.7022, 5.9576, 0.3946], [0.2872, 6.7836, 1.5044], [-4.6722, 1.6082, 2.4083], [-2.9920, -0.8227, 2.0092], [-4.7427, -0.6819, 1.9978], [-3.7250, 0.0893, 0.6908], [-2.6956, 0.5478, 4.3555], [-4.0001, 1.7520, 4.6334], [-4.5454, 0.0946, 4.3424], [0.0831, -1.7289, 2.1856], [-0.4837, -1.0728, 2.6655], [0.9862, -1.4229, 2.4538], [1.4453, -0.4698, -2.0133], [2.0991, 0.0896, -1.5465], [1.6837, -0.4438, -2.9431], [-3.1965, -5.1593, -1.1558], [-2.7490, -3.7699, -0.8653], [-2.8854, -3.4174, 0.6342], [-3.7001, -2.9039, -1.6771], [-1.0131, -3.3071, -1.4318], [-1.1982, -3.2789, -3.3129], [-1.6012, -4.3407, -4.0472], [-1.5450, -4.3222, -5.4970], [-0.9347, -3.2617, -6.1577], [-0.4787, -2.1643, -5.3743], [-0.5857, -2.1862, -3.9921], [0.2000, -4.7128, -1.1393], [0.0705, -5.0253, 0.3412], [1.6459, -4.2171, -1.3878], [0.0654, -6.0448, -1.9273], [-4.1552, -5.3009, -0.5780], [-2.5870, -5.9619, -0.7478], [-3.4233, -5.2825, -2.2935], [-3.8359, -3.6871, 1.0787], [-2.7471, -2.3265, 0.5804], [-2.0063, -3.7807, 1.2726], [-4.7473, -2.9372, -1.3268], [-3.7079, -3.2364, -2.7459], [-3.3874, -1.8473, -1.7002], [-2.1542, -5.1417, -3.6145], [-1.9391, -5.1896, -6.0707], [-0.9902, -3.0723, -7.2208], [-0.0071, -1.2850, -5.8226], [-0.2056, -1.3331, -3.4252], [0.3657, -4.2133, 0.9989], [0.6774, -5.8765, 0.6105], [-1.0037, -5.2672, 0.6494], [1.6640, -3.1529, -1.1937], [1.9887, -4.3186, -2.4128], [2.3209, -4.7109, -0.6708], [-0.9337, -6.4334, -1.7870], [0.7538, -6.6894, -1.3931], [0.2598, -6.1154, -3.0019]], "orbital_gap_ev": [8.83, 9.32], "multiplicity": 8, "relative_energy_kcal_mol": 13.4, "energy_ha": -3161.54270, "e_lumo_ev": [-1.7454, -1.7397], "total_charge": 1, "s_squared": 15.759}

=====

{"formula": "BrCaZn", "method": "wB97M-V/def2-TZVPD", "species": ["Ca", "Zn", "Br"], "xyz": [[8.9697, 2.9975, 22.1516], [7.0456, 1.0739, 24.5299], [9.2798, 1.1757, 24.2084]], "orbital_gap_ev": [11.92, 8.25], "multiplicity": 2, "relative_energy_kcal_mol": 79.4, "energy_ha": -5028.71462, "e_lumo_ev": [-23.2334, -26.4580], "total_charge": 4, "s_squared": 0.753}